No. 1
107
Properties=species:S:1:pos:R:3:forces:R:3 method="wB97M-V/def2-TZVPD" orbital_gap_ev=7.13 e_lumo_ev=-4.93 total_energy_ev=-99042.913 charge=+1
C -1.72566 -2.24143 -3.79622 2.2 1.0 3.4
C -0.89619 -1.91463 -2.56800 -1.8 -0.7 -3.1
C -1.19804 -0.62727 -1.60001 -5.3 1.0 2.9
O -2.39264 -0.61194 -0.94599 7.7 -0.3 -4.3
O -0.33763 0.54733 -1.39710 -1.0 -4.0 0.1
C 0.97223 0.19361 -0.82534 2.4 0.5 -0.2
C 1.06623 0.30917 0.80718 -0.6 0.1 0.1
C 0.43009 -0.95418 1.63475 0.0 -0.7 1.0
C 0.75327 -2.41619 0.96748 -0.1 0.4 -0.3
C 0.51042 -3.70191 1.95516 0.4 0.2 -0.3
C 0.30133 -5.02400 0.95253 -0.7 1.5 0.3
P 1.95077 -5.20690 -0.00842 -1.1 1.9 -1.5
F 2.07190 -4.09007 -1.39199 -0.3 -3.3 4.0
H -1.72700 -3.35626 -4.21839 0.4 2.8 0.9
H -2.38645 -1.42260 -4.35964 1.4 -2.1 1.8
H -0.00794 -2.64786 -2.25469 -2.4 1.7 -0.6
H 1.35834 -0.84835 -1.25924 -1.0 2.1 1.1
H 1.74369 0.99580 -1.25800 -1.9 -1.7 0.9
H 2.20615 0.46426 1.09755 -2.4 -0.4 -0.7
H 0.49033 1.28977 1.14663 1.3 -2.0 -0.8
H -0.74302 -0.88202 1.80964 2.5 0.0 -0.7
H 0.89698 -0.97915 2.73325 -0.9 0.2 -2.4
H 0.07781 -2.56871 0.00143 1.4 0.4 2.0
H 1.89093 -2.37479 0.60835 -2.2 -0.3 0.7
H -0.44351 -3.59365 2.64072 1.8 -0.2 -1.6
H 1.43540 -3.84744 2.67515 -2.1 0.2 -1.6
H -0.03639 -5.98366 1.53615 1.1 1.5 -1.4
H -0.53144 -4.73389 0.16887 1.7 -0.9 1.3
H 2.17118 -6.53454 -0.56074 -0.1 1.2 0.2
H 3.01997 -4.90516 0.93817 -0.7 -0.1 -1.2
C 2.38992 4.35139 -1.27480 -0.2 0.4 0.2
N 2.75811 3.47155 -0.13281 -0.1 0.1 0.4
O 2.11688 3.60708 0.91575 1.2 -0.6 -1.1
O 3.68041 2.66982 -0.32121 -1.3 0.4 0.7
H 1.56818 5.00226 -0.96873 0.4 -0.4 0.1
H 3.27193 4.94022 -1.53471 -0.2 -0.3 0.0
H 2.08433 3.70729 -2.10182 0.1 0.2 0.3
C 5.56768 0.06641 -0.87522 -0.1 0.1 0.3
N 6.86450 -0.27078 -1.52202 1.0 -0.3 -0.4
O 7.73809 -0.77734 -0.80838 -1.1 0.7 -1.2
O 6.96891 -0.01739 -2.72776 0.0 -0.4 1.7
H 5.61716 -0.20906 0.18035 0.1 0.1 -0.3
H 5.41391 1.14170 -0.98630 -0.1 -0.2 -0.1
H 4.78729 -0.50142 -1.38588 0.1 0.2 0.0
C 6.60468 5.05950 0.87059 0.2 -0.3 0.1
N 5.62896 5.43113 -0.18945 -0.5 0.4 -0.7
O 5.32427 4.55741 -1.00971 0.7 1.5 0.9
O 5.19657 6.58935 -0.16824 0.4 -1.8 -0.2
H 6.89884 4.01722 0.73034 -0.2 0.3 -0.1
H 7.46786 5.72062 0.77022 -0.2 0.0 0.1
H 6.11081 5.19449 1.83499 0.1 0.1 -0.2
C -1.91468 6.05715 -2.31603 -0.2 0.0 -0.1
N -0.55463 5.86427 -2.88777 0.6 0.3 -0.8
O -0.15988 6.70416 -3.70496 -0.3 -1.5 1.3
O 0.07819 4.87524 -2.50017 -1.0 1.4 -0.8
H -2.35286 6.96129 -2.74391 0.2 -0.2 0.1
H -2.50940 5.17952 -2.57737 0.2 0.1 0.1
H -1.80630 6.15584 -1.23402 0.0 -0.3 -0.5
C -4.51540 1.30831 -1.35761 0.1 0.1 -0.1
N -5.62724 2.02381 -0.67520 -0.6 0.8 0.1
O -5.80655 3.20958 -0.97659 0.0 -1.7 0.7
O -6.28851 1.37499 0.14373 0.7 1.0 -1.1
H -4.02240 1.99708 -2.04689 -0.2 -0.1 0.2
H -3.81955 0.96984 -0.58725 -0.3 0.0 -0.2
H -4.94934 0.46535 -1.89920 0.1 0.1 0.3
C -0.82968 7.93518 2.02803 0.2 -0.3 0.1
N -1.80540 8.30681 0.96799 -0.7 0.8 -0.5
O -2.11009 7.43309 0.14773 0.1 1.5 1.2
O -2.23779 9.46503 0.98920 0.6 -2.1 -0.2
H -0.53552 6.89290 1.88778 -0.2 0.3 -0.1
H 0.03350 8.59630 1.92766 -0.2 0.0 0.1
H -1.32355 8.07018 2.99243 0.1 0.1 -0.2
C 3.90072 -4.54570 5.88938 0.2 -0.3 0.1
N 2.92500 -4.17408 4.82934 -0.5 0.8 -0.2
O 2.62031 -5.04780 4.00909 0.3 1.0 0.7
O 2.49261 -3.01586 4.85056 0.5 -2.0 -0.4
H 4.19488 -5.58798 5.74914 -0.2 0.3 -0.1
H 4.76390 -3.88459 5.78901 -0.2 0.0 0.1
H 3.40685 -4.41071 6.85379 0.1 0.1 -0.2
C -3.92806 -5.73139 -1.28969 0.0 0.3 0.1
N -2.83232 -6.62212 -1.75849 0.0 -1.0 -0.4
O -1.67502 -6.19968 -1.65243 -0.8 -0.7 -0.1
O -3.16488 -7.72010 -2.21973 0.9 1.9 0.8
H -3.49229 -4.80439 -0.91109 0.0 -0.2 -0.2
H -4.57809 -5.53120 -2.14386 0.1 -0.2 0.2
H -4.46408 -6.25749 -0.49715 0.0 0.0 -0.3
C -7.09445 1.83006 2.93817 0.2 0.2 -0.2
N -6.70182 1.78063 4.37248 0.2 0.0 1.0
O -5.63844 2.32752 4.68735 -1.5 -0.8 -0.2
O -7.47210 1.19420 5.14168 1.3 0.9 -0.9
H -6.32860 2.37348 2.38075 -0.2 -0.2 0.3
H -7.17283 0.80073 2.58242 -0.1 0.2 0.1
H -8.05491 2.34581 2.87705 0.1 -0.2 0.0
C 4.01419 2.24056 -5.03863 0.3 0.0 -0.2
N 2.90234 2.95606 -4.35622 -0.5 1.1 -0.1
O 2.72304 4.14183 -4.65761 0.1 -2.0 0.8
O 2.24108 2.30724 -3.53729 0.6 0.6 -1.0
H 4.50718 2.92933 -5.72791 -0.2 -0.1 0.2
H 4.71003 1.90209 -4.26826 -0.2 -0.1 -0.1
H 3.58025 1.39760 -5.58022 0.1 0.1 0.2
C -5.65930 -9.55996 1.77041 -0.3 -0.2 0.0
N -5.23741 -8.26047 1.18121 -0.1 0.7 -0.5
O -6.04094 -7.69037 0.43397 1.4 -0.6 1.1
O -4.11160 -7.84947 1.48540 -1.4 -0.3 -0.6
H -6.66552 -9.79731 1.41864 0.3 0.2 0.0
H -4.94650 -10.31829 1.44016 0.0 0.2 0.2
H -5.64658 -9.44889 2.85656 0.1 0.0 -0.2

No. 2
66
Properties=species:S:1:pos:R:3:forces:R:3 method="wB97M-V/def2-TZVPD" spin_multiplicity=9 orbital_gap_ev="5.94 / 8.57" e_lumo_ev="-0.59 / -0.78" total_energy_ev=-154870.940 e_above_lowest_kcal_mol=0.0
Cr 1.28020 -1.29250 -0.80503 0.1 -0.4 -0.2
Co -1.32975 1.64769 1.52039 0.3 -0.3 -0.1
Cl 1.41369 3.50606 2.41666 2.9 1.8 0.0
O 0.38244 2.54669 2.57245 -3.5 -2.6 0.8
O 1.25047 4.55954 3.40950 0.5 -1.4 -0.9
O 2.67278 2.77276 2.52634 -0.9 0.9 0.5
O 1.29081 4.02939 1.09916 0.0 0.7 -0.8
Cl -3.94762 -0.15616 0.12243 -0.5 -1.6 -0.4
O -3.70126 -0.14239 -1.30945 0.4 0.9 0.7
O -5.35335 -0.25173 0.33430 -0.2 0.1 0.1
O -3.23196 -1.23246 0.70963 0.3 -1.8 0.0
O -3.45959 0.98202 0.87099 1.0 2.7 -0.1
B -0.09684 0.25938 0.33288 0.1 0.1 -0.2
H -0.20680 1.31140 0.11985 0.2 4.1 -1.1
H 0.90456 0.00551 0.64434 3.7 -0.3 1.4
H -0.68883 -0.02949 1.18748 -2.8 -1.5 3.4
H -0.42375 -0.33241 -0.50805 -1.8 -1.6 -3.0
C -2.33476 -3.51272 -1.81507 0.8 -0.3 0.8
N -1.10172 -3.64656 -0.92228 0.2 -1.4 0.8
O -0.48362 -2.66512 -0.54601 -0.8 0.1 -1.1
O -0.79705 -4.76068 -0.52523 -0.4 0.1 -0.6
H -1.94257 -3.25760 -2.79955 -0.3 0.7 0.3
H -2.93133 -2.80646 -1.23766 -0.1 0.4 -0.7
H -2.82708 -4.48255 -1.88681 0.3 0.0 0.3
C -0.84051 4.13997 -1.93660 -0.2 -0.1 -0.5
N -1.52760 4.20415 -0.60846 -1.1 1.9 -0.4
O -1.54966 3.20199 0.08066 -0.1 0.0 0.1
O -2.11007 5.24830 -0.33737 0.9 -1.5 0.0
H -1.35949 3.39781 -2.54321 0.2 -0.5 0.4
H 0.21135 3.90001 -1.78130 -0.2 -0.1 0.0
H -1.00598 5.06423 -2.49021 0.2 0.2 0.7
C -2.09521 -1.39761 4.87542 -0.4 1.1 0.9
N -1.64898 0.01425 4.56591 1.7 1.7 1.3
O -1.17819 0.76275 5.47194 -1.7 -2.5 -2.6
O -1.70597 0.31211 3.37881 -0.2 0.3 0.3
H -2.61519 -1.27058 5.82495 0.2 -0.4 0.1
H -1.19319 -2.00045 4.98046 -0.2 0.1 -0.2
H -2.80542 -1.72721 4.11709 0.5 0.1 -0.2
C 2.49563 0.74255 -4.25482 -0.7 -0.2 -0.4
N 2.08206 1.19901 -2.89118 -0.1 0.1 1.2
O 2.03886 2.38577 -2.58155 0.0 -1.5 -0.8
O 1.83690 0.27841 -2.09295 0.4 1.2 -1.2
H 2.18131 1.42001 -5.04877 0.2 0.4 0.5
H 1.93617 -0.17810 -4.42069 0.3 -0.1 0.2
H 3.57207 0.57358 -4.28326 -0.1 0.1 0.2
C -2.26468 -0.60787 -4.88984 0.1 0.6 -0.8
N -1.10593 -0.31742 -3.99836 1.0 0.0 1.4
O -0.67033 0.82703 -3.96392 -0.5 -0.7 -0.2
O -0.60005 -1.24352 -3.34718 -1.0 0.9 -1.2
H -2.46365 0.26756 -5.50800 0.4 0.1 0.2
H -3.19479 -0.77433 -4.34642 0.5 -0.6 0.3
H -1.89960 -1.38590 -5.56026 -0.5 -0.3 0.4
C 5.05708 -0.03671 1.66951 -0.2 0.4 0.6
N 4.39246 0.35988 0.37356 1.1 0.9 -0.5
O 4.95115 1.20448 -0.32507 -0.5 -1.0 0.9
O 3.35951 -0.19182 0.06709 0.1 -0.3 0.4
H 5.73829 -0.87718 1.53665 -0.2 0.1 -0.5
H 4.28195 -0.30386 2.38779 -0.1 0.0 -0.3
H 5.61372 0.81062 2.06984 -0.1 0.0 -0.4
C 1.77003 -3.24392 3.38387 -0.3 -0.1 0.6
N 0.92929 -2.66960 2.31047 -2.6 -0.5 1.0
O 1.47138 -2.45738 1.27987 1.9 0.5 -1.9
O -0.28464 -2.53565 2.47661 1.2 -0.1 0.5
H 2.11555 -4.21272 3.02314 0.0 0.1 0.0
H 1.13660 -3.36107 4.26315 0.2 0.0 -0.1
H 2.61070 -2.57320 3.56135 -0.1 -0.1 -0.1